115
Properties=species:S:1:pos:R:3 method="wB97M-V/def2-TZVPD" total_charge=-1 energy_ev=-75928.6544 e_above_lowest_ev=3.4314 homo_lumo_gap_ev=9.60
P 25.296 -11.195 21.878
F 24.290 -10.005 22.480
F 25.075 -10.841 20.290
F 26.568 -10.164 21.874
F 26.171 -12.409 21.401
F 25.606 -11.536 23.472
F 23.899 -12.039 21.994
C 30.588 -11.861 13.219
C 31.581 -11.181 14.080
C 31.148 -11.086 15.597
O 32.313 -10.558 16.232
C 32.160 -10.353 17.657
N 32.816 -11.925 13.915
H 30.580 -12.943 13.348
H 30.730 -11.768 12.142
H 29.582 -11.499 13.430
H 31.864 -10.188 13.730
H 30.741 -12.014 15.999
H 30.368 -10.325 15.625
H 33.140 -10.131 18.080
H 32.050 -11.363 18.051
H 31.375 -9.671 17.984
H 32.672 -12.826 14.348
H 33.436 -11.524 14.605
C 31.898 -9.576 27.327
C 31.594 -8.952 28.688
C 32.293 -7.594 29.042
O 33.744 -7.740 29.033
C 34.304 -8.353 30.169
N 30.149 -8.793 28.643
H 31.602 -8.893 26.531
H 31.491 -10.570 27.145
H 32.968 -9.738 27.193
H 31.822 -9.670 29.476
H 31.928 -7.369 30.044
H 31.940 -6.852 28.325
H 35.393 -8.406 30.152
H 33.863 -9.342 30.295
H 33.961 -7.832 31.063
H 29.952 -7.955 28.115
H 29.715 -9.547 28.129
C 30.467 -19.024 19.661
C 29.166 -19.741 19.283
C 29.316 -21.274 19.316
O 28.136 -21.849 18.730
C 28.192 -23.295 18.661
N 28.015 -19.267 20.078
H 30.761 -19.234 20.690
H 30.296 -17.949 19.615
H 31.251 -19.296 18.954
H 28.897 -19.469 18.263
H 29.352 -21.732 20.304
H 30.237 -21.532 18.794
H 29.143 -23.571 18.206
H 27.403 -23.579 17.965
H 28.015 -23.873 19.568
H 28.071 -18.261 20.008
H 28.304 -19.372 21.040
C 22.260 -16.791 26.097
C 20.913 -17.048 25.392
C 19.790 -16.073 25.822
O 19.592 -16.120 27.215
C 18.421 -15.429 27.659
N 21.033 -16.927 23.902
H 23.081 -17.336 25.632
H 22.289 -17.027 27.161
H 22.623 -15.763 26.083
H 20.578 -18.038 25.701
H 18.879 -16.394 25.317
H 20.107 -15.067 25.550
H 18.091 -14.535 27.131
H 18.583 -14.995 28.646
H 17.561 -16.097 27.710
H 20.130 -16.883 23.451
H 21.268 -15.947 23.838
C 16.039 -18.324 16.919
C 17.237 -17.727 17.555
C 16.864 -16.488 18.365
O 17.952 -15.595 18.712
C 17.461 -14.303 19.049
N 17.953 -18.720 18.358
H 15.321 -18.576 17.699
H 16.255 -19.264 16.412
H 15.489 -17.612 16.304
H 17.833 -17.447 16.687
H 16.245 -16.800 19.206
H 16.170 -15.819 17.857
H 18.264 -13.591 19.234
H 16.997 -14.312 20.035
H 16.726 -13.893 18.356
H 17.330 -18.980 19.109
H 17.943 -19.551 17.784
C 23.857 -14.853 14.131
C 23.894 -16.337 14.554
C 25.085 -17.160 14.076
O 24.979 -18.497 14.521
C 25.495 -19.505 13.601
N 23.805 -16.377 16.012
H 23.043 -14.260 14.549
H 23.800 -14.803 13.043
H 24.801 -14.440 14.485
H 23.020 -16.859 14.168
H 26.056 -16.732 14.326
H 25.052 -17.023 12.995
H 26.574 -19.658 13.581
H 25.223 -19.225 12.583
H 25.081 -20.491 13.814
H 24.427 -15.619 16.256
H 22.910 -15.999 16.287
C 24.943 -4.017 23.580
O 25.869 -4.928 24.153
H 23.986 -4.414 23.242
H 24.759 -3.244 24.326
H 25.460 -3.482 22.783
H 25.734 -5.789 23.751

62
Properties=species:S:1:pos:R:3 method="wB97M-V/def2-TZVPD" total_charge=-2 energy_ev=-120506.7356 e_above_lowest_ev=0.3935 multiplicity=2 homo_lumo_gap_ev="4.44 / 3.95"
Fe -0.070 0.148 0.397
S 2.337 0.008 0.497
P 1.416 0.437 2.270
C -0.217 0.201 2.747
P -1.036 -1.242 2.361
S -1.625 -1.709 0.467
C -2.554 -1.121 3.384
C -2.502 -0.447 4.605
C -3.652 -0.258 5.355
C -4.879 -0.719 4.890
C -4.937 -1.389 3.677
C -3.783 -1.596 2.934
C -0.215 -2.772 2.975
C 0.825 -3.306 2.211
C 1.590 -4.351 2.702
C 1.340 -4.872 3.965
C 0.309 -4.345 4.730
C -0.462 -3.300 4.241
C 1.715 2.212 2.591
C 3.022 2.696 2.609
C 3.276 4.028 2.894
C 2.221 4.897 3.146
C 0.916 4.423 3.099
C 0.662 3.086 2.830
C 2.499 -0.316 3.561
C 3.559 -1.171 3.277
C 4.251 -1.804 4.300
C 3.897 -1.595 5.625
C 2.846 -0.732 5.918
C 2.151 -0.104 4.900
H -1.551 -0.047 4.931
H -3.597 0.265 6.305
H -5.781 -0.535 5.464
H -5.892 -1.742 3.300
H -3.815 -2.099 1.975
H 1.016 -2.895 1.225
H 2.403 -4.751 2.106
H 1.949 -5.678 4.359
H 0.110 -4.747 5.719
H -1.271 -2.898 4.839
H 3.829 2.009 2.377
H 4.297 4.397 2.914
H 2.414 5.938 3.385
H 0.087 5.103 3.269
H -0.347 2.693 2.793
H 3.826 -1.327 2.239
H 5.066 -2.481 4.062
H 4.422 -2.107 6.424
H 2.563 -0.563 6.952
H 1.318 0.554 5.116
O 0.094 0.166 -1.735
N -0.640 1.009 -2.399
C -0.743 0.850 -3.737
C -1.488 1.702 -4.513
C -2.171 2.760 -3.911
C -2.063 2.914 -2.542
C -1.292 2.043 -1.761
S -1.126 2.200 -0.065
H -0.197 0.003 -4.122
H -1.536 1.528 -5.580
H -2.773 3.441 -4.499
H -2.581 3.709 -2.026

93
Properties=species:S:1:pos:R:3 method="wB97M-V/def2-TZVPD" total_charge=-1 energy_ev=-120343.4579 homo_lumo_gap_ev=7.01
C -0.793 4.499 4.464
C 0.382 3.479 4.616
N 1.550 3.923 4.336
C 0.165 1.984 5.100
N 0.915 1.010 4.279
C 0.074 0.377 3.254
Br -0.698 -1.372 3.884
C -1.012 1.339 2.617
O -0.699 2.352 1.965
O -2.264 1.031 2.775
C 1.048 -0.033 2.063
C 2.449 -0.350 2.387
C 3.427 -0.705 1.303
C 2.890 -0.714 -0.071
C 1.510 -0.416 -0.408
C 0.597 -0.075 0.678
H -0.561 5.482 4.963
H -0.854 4.734 3.362
H -1.789 4.098 4.771
H 2.225 3.159 4.473
H -0.920 1.733 5.254
H 0.630 1.954 6.132
H 1.150 0.249 4.928
H 2.832 -0.330 3.434
H 4.505 -0.925 1.473
H 3.619 -0.952 -0.882
H 1.106 -0.400 -1.479
H -0.461 0.152 0.389
C -0.213 1.503 -5.627
C 0.796 0.381 -5.783
C 1.011 -0.046 -4.343
O -0.217 0.201 -3.645
C -1.069 0.999 -4.479
H -0.790 1.705 -6.531
H 0.299 2.425 -5.335
H 0.353 -0.441 -6.354
H 1.718 0.683 -6.281
H 1.795 0.552 -3.865
H 1.277 -1.102 -4.256
H -1.879 0.358 -4.842
H -1.503 1.809 -3.892
C 8.175 0.000 4.057
C 7.519 1.364 3.944
C 6.058 0.994 3.762
O 5.854 -0.242 4.460
C 7.126 -0.791 4.820
H 9.143 0.017 4.558
H 8.313 -0.429 3.060
H 7.651 1.917 4.879
H 7.909 1.974 3.129
H 5.818 0.827 2.707
H 5.382 1.755 4.154
H 7.250 -0.672 5.902
H 7.146 -1.856 4.582
C -4.848 -2.154 0.883
C -4.500 -0.995 1.800
C -5.832 -0.715 2.468
O -6.535 -1.968 2.536
C -5.854 -2.926 1.719
H -3.987 -2.756 0.590
H -5.328 -1.777 -0.026
H -3.769 -1.317 2.545
H -4.094 -0.129 1.281
H -6.438 -0.022 1.873
H -5.719 -0.303 3.472
H -5.352 -3.639 2.384
H -6.579 -3.470 1.109
C 1.128 -4.783 -0.491
C 0.707 -5.471 -1.775
C 1.564 -4.761 -2.808
O 2.775 -4.376 -2.146
C 2.608 -4.551 -0.732
H 0.930 -5.368 0.408
H 0.611 -3.824 -0.395
H 0.973 -6.532 -1.733
H -0.361 -5.397 -1.985
H 1.076 -3.851 -3.172
H 1.801 -5.395 -3.666
H 3.202 -5.421 -0.429
H 2.984 -3.672 -0.206
C -5.283 3.772 -5.141
C -6.116 2.876 -6.036
C -5.079 1.893 -6.549
O -4.091 1.758 -5.521
C -4.297 2.786 -4.540
H -5.864 4.304 -4.387
H -4.750 4.511 -5.747
H -6.867 2.349 -5.438
H -6.631 3.409 -6.836
H -4.580 2.274 -7.448
H -5.505 0.914 -6.777
H -4.706 2.314 -3.641
H -3.342 3.248 -4.287

9
Properties=species:S:1:pos:R:3 method="wB97M-V/def2-TZVPD" total_charge=0 smiles="C=C(O)P" energy_ev=-13489.1131 e_above_lowest_ev=1.7621 homo_lumo_gap_ev=9.69
C 1.279 -0.072 -0.593
C 0.075 -0.155 0.025
O 0.086 -0.380 1.333
P -1.578 0.705 -0.522
H 2.137 -0.222 0.060
H 1.464 0.133 -1.565
H -2.524 -0.263 -1.030
H 1.041 -0.332 1.532
H -1.981 0.586 0.760

11
Properties=species:S:1:pos:R:3 method="wB97M-V/def2-TZVPD" total_charge=-1 energy_ev=-9690.4087 e_above_lowest_ev=0.5824 homo_lumo_gap_ev="6.34 / 6.34"
C 0.166 1.645 0.039
C 1.646 0.127 0.209
C -0.524 0.467 0.032
N 1.516 1.424 0.154
N 0.438 -0.501 0.145
N -2.416 -0.025 -0.340
O -3.234 0.611 0.426
H -0.217 2.644 -0.027
H 2.582 -0.397 0.308
H 0.276 -1.495 0.136
H -2.262 -0.998 0.053

54
Properties=species:S:1:pos:R:3 method="wB97M-V/def2-TZVPD" total_charge=0 energy_ev=-37438.0734 e_above_lowest_ev=4.4377 homo_lumo_gap_ev=10.21
O 4.360 -1.182 2.952
H 5.200 -1.645 3.011
H 4.509 -0.297 3.297
O 3.786 -0.293 -0.285
H 2.865 -0.267 -0.554
H 3.817 -0.547 0.643
O -4.383 -3.153 1.253
H -5.102 -2.624 0.907
H -4.300 -3.096 2.203
O -0.967 -0.220 0.094
H -0.442 0.078 0.833
H -1.496 -1.008 -0.015
O -3.309 -1.183 2.352
H -2.546 -0.687 2.680
H -2.847 -1.812 1.787
O 0.420 1.120 -3.028
H 0.899 1.487 -2.278
H 0.907 0.350 -3.364
O 2.317 3.651 3.006
H 2.193 4.352 3.638
H 3.007 3.603 2.350
O 0.109 -1.592 4.158
H 0.796 -1.009 3.851
H 0.223 -2.397 4.639
O 3.887 -1.915 -3.012
H 4.372 -2.548 -3.533
H 3.093 -2.207 -2.589
O -3.826 0.546 -0.565
H -4.333 0.835 0.201
H -2.977 0.915 -0.313
O -1.121 4.903 1.278
H -0.927 5.729 0.847
H -1.223 5.038 2.214
O 0.795 -4.787 0.205
H -0.159 -4.681 0.189
H 0.983 -3.853 0.372
O -4.191 2.859 1.050
H -4.784 3.131 0.350
H -3.499 3.496 1.220
O -0.459 -3.649 -4.334
H -0.774 -3.018 -4.990
H -1.231 -3.744 -3.769
O 1.098 -1.296 -4.228
H 0.722 -2.177 -4.141
H 2.013 -1.332 -4.523
O -1.846 -1.208 -2.560
H -1.075 -0.637 -2.477
H -2.502 -0.616 -2.940
O 0.322 2.272 0.385
H 0.097 3.019 0.955
H -0.584 1.950 0.262
O 2.746 3.430 -0.059
H 2.426 3.622 0.817
H 2.939 4.291 -0.441